Entry 1:
Formula: C2H3Cl2O2P
Source: OMol25
Level of theory: the ωB97M-V functional and the def2-TZVPD basis

Values from the calculation:
Gap between HOMO and LUMO (alpha / beta), eV: 7.6 / 7.7
Energy relative to the best compared isomer or geometry (same formula, charge and spin), eV: 3.936

Geometry as XYZ:
```
10
Properties=species:S:1:pos:R:3:nbo_charge:R:1
C 1.680 0.272 0.116 0.785
C -0.916 -0.555 -0.664 -0.241
O 1.189 0.223 1.215 -0.677
O 1.161 0.267 -0.996 -0.645
P -1.153 0.829 0.447 0.510
Cl 3.487 0.324 -0.012 -0.158
Cl -0.458 -2.043 -0.122 0.210
H -1.134 -0.462 -1.720 0.241
H -1.351 0.151 1.638 0.006
H -2.504 0.994 0.098 -0.030
```

---

Entry 2:
Formula: C6H15ClI2O2PPmS
Source: OMol25
Level of theory: the ωB97M-V functional and the def2-TZVPD basis

Values from the calculation:
Charge: +2
2S+1: 5
Gap between HOMO and LUMO (alpha / beta), eV: 5.0 / 5.4
Energy relative to the best compared isomer or geometry (same formula, charge and spin), eV: 1.168

Geometry as XYZ:
```
29
Properties=species:S:1:pos:R:3:nbo_charge:R:1
I -3.105 0.099 -5.502 0.017
I -5.010 0.679 -3.671 0.000
Pm -0.258 -0.344 0.967 1.935
P 0.445 2.277 0.189 0.702
C -0.182 3.417 -1.058 -0.940
C 0.098 3.241 1.726 -0.922
H 2.773 2.072 0.876 0.264
H 2.429 3.703 0.174 0.267
H 2.629 2.253 -0.881 0.254
C 2.249 2.619 0.080 -0.909
H 0.531 2.723 2.594 0.259
H 0.536 4.248 1.618 0.276
H 0.220 4.428 -0.911 0.278
H -1.271 3.456 -1.022 0.255
H -0.987 3.310 1.880 0.246
H 0.087 3.066 -2.054 0.259
C -1.233 0.378 -1.249 0.424
O -1.896 0.425 -2.192 -0.316
Cl 1.662 -0.503 2.666 -0.563
C 1.333 -3.727 0.845 -0.806
S -0.098 -3.560 -0.240 1.249
C -1.099 -4.951 0.320 -0.791
O -0.826 -2.388 0.498 -1.074
H 1.811 -4.682 0.608 0.282
H 1.041 -3.649 1.904 0.273
H 2.031 -2.908 0.620 0.257
H -1.212 -4.956 1.414 0.270
H -2.087 -4.866 -0.147 0.279
H -0.609 -5.859 -0.051 0.275
```

---

Entry 3:
Formula: C4H24N8O8
Source: OMol25
Level of theory: the ωB97M-V functional and the def2-TZVPD basis

Values from the calculation:
Gap between HOMO and LUMO, eV: 9.4
Energy relative to the best compared isomer or geometry (same formula, charge and spin), eV: 3.954
SMILES: NC(N)=O.NC(N)=O.NC(N)=O.NC(N)=O.O.O.O.O

Geometry as XYZ:
```
44
Properties=species:S:1:pos:R:3:nbo_charge:R:1
O -3.409 -10.931 -12.281 -0.941
H -3.699 -10.609 -13.135 0.469
H -3.807 -10.331 -11.651 0.473
O 3.065 -7.812 -9.053 -0.931
H 3.047 -6.903 -8.754 0.459
H 2.195 -7.960 -9.422 0.471
O 3.686 -11.918 -11.004 -0.933
H 3.184 -11.337 -11.575 0.473
H 4.089 -12.550 -11.599 0.460
O -0.480 -10.248 -9.518 -0.941
H -1.237 -10.369 -10.092 0.466
H -0.462 -11.036 -8.976 0.475
C 1.951 -13.298 -5.148 0.727
O 2.348 -12.625 -6.065 -0.669
N 1.985 -14.583 -5.216 -0.835
N 1.490 -12.922 -4.048 -0.798
H 1.585 -15.247 -4.569 0.380
H 2.494 -14.885 -6.035 0.407
H 1.152 -13.570 -3.350 0.379
H 1.284 -11.946 -3.890 0.408
C 1.322 -7.458 -13.760 0.744
O 1.895 -8.487 -13.886 -0.666
N 2.037 -6.351 -13.674 -0.818
N 0.028 -7.445 -13.678 -0.834
H 1.475 -5.529 -13.844 0.363
H 3.017 -6.315 -13.917 0.414
H -0.608 -6.671 -13.555 0.385
H -0.327 -8.337 -13.363 0.413
C -6.256 -7.089 -11.237 0.753
O -5.226 -7.291 -10.660 -0.667
N -7.489 -7.440 -10.839 -0.845
N -6.328 -6.527 -12.394 -0.829
H -7.647 -8.023 -10.030 0.412
H -8.212 -6.971 -11.367 0.379
H -5.451 -6.096 -12.649 0.404
H -7.165 -6.370 -12.938 0.391
C -0.549 -6.972 -4.478 0.753
O 0.192 -7.571 -3.755 -0.668
N -1.390 -7.527 -5.370 -0.847
N -0.463 -5.688 -4.553 -0.827
H -1.517 -8.520 -5.238 0.403
H -1.988 -7.033 -6.017 0.391
H 0.141 -5.383 -3.803 0.410
H -1.149 -5.101 -5.004 0.385
```

---

Entry 4:
Formula: C4H12IN2
Source: OMol25
Level of theory: the ωB97M-V functional and the def2-TZVPD basis

Values from the calculation:
Charge: +1
Gap between HOMO and LUMO, eV: 9.4
Energy relative to the best compared isomer or geometry (same formula, charge and spin), eV: 2.101

Geometry as XYZ:
```
19
Properties=species:S:1:pos:R:3:nbo_charge:R:1
C 0.362 2.254 -0.263 -0.428
C 1.017 -1.112 1.234 -0.425
C 0.189 -1.537 -0.983 -0.467
C -1.389 0.754 0.273 -0.003
N -0.746 1.461 -0.600 -0.515
N -0.167 -1.189 0.383 -0.592
I -3.135 -0.020 -0.057 0.385
H 1.269 1.609 -0.462 0.217
H 0.426 3.016 -1.019 0.244
H 0.338 2.546 0.809 0.235
H 0.779 -0.254 1.824 0.187
H 1.179 -2.047 1.801 0.230
H 1.862 -0.725 0.682 0.215
H 0.907 -2.421 -0.923 0.216
H -0.704 -1.977 -1.535 0.227
H 0.799 -0.804 -1.674 0.219
H -0.989 0.674 1.275 0.239
H -1.155 1.603 -1.516 0.428
H -0.841 -1.829 0.751 0.389
```

---

Record order is preserved below.
Largest force on an atom: 2.572; 5.860; 8.543; 3.064 eV/A